DFT (wB97M-V/def2-TZVPD) results for a molecular structure, C27H47N3OsSi2.

Values from the calculation:
2S+1 = 5
Kohn-Sham gap (spin up / spin down) = 7.283 / 5.393 eV
charge = +2
total energy = -51436.794 eV
expectation value of S² = 6.06
E_LUMO (spin up / spin down) = -6.6 / -9.4 eV

```
80
Properties=species:S:1:pos:R:3:lowdin_charge:R:1
Os -0.2677 0.5135 0.0440 1.25
C 4.3061 -0.8669 -3.2356 0.02
C 2.9223 -0.6873 -3.4768 -0.02
C 2.0528 -0.5870 -2.4385 0.00
C 2.5351 -0.6603 -1.0875 -0.23
C 3.9484 -0.8631 -0.8602 0.03
C 4.7996 -0.9532 -1.9230 -0.03
N 1.6553 -0.5304 -0.0848 -0.08
N 2.2510 -0.7343 1.1659 0.13
C 1.5648 -0.2021 2.1584 -0.32
C 2.0482 -0.3651 3.4741 0.07
C 1.3733 0.2193 4.5308 0.01
C 0.2301 0.9610 4.2761 0.02
C -0.2267 1.0825 2.9638 -0.09
N 0.3912 0.5090 1.9320 -0.08
H 4.9856 -0.9587 -4.0724 0.13
H 2.5588 -0.6439 -4.4944 0.13
H 0.9951 -0.4824 -2.6218 0.09
H 4.3084 -0.9494 0.1513 0.11
H 5.8569 -1.1053 -1.7565 0.13
H 2.9502 -0.9456 3.6083 0.14
H 1.7383 0.1052 5.5428 0.14
H -0.3176 1.4468 5.0714 0.13
H -1.1093 1.6557 2.7246 0.09
C -3.9095 0.9260 2.7972 -0.08
C -3.8522 1.3445 1.3184 -0.60
C -3.3801 2.8043 1.2723 -0.09
C -5.2936 1.2666 0.7760 -0.06
Si -2.7510 0.2259 0.2302 0.77
C -2.9619 0.5315 -1.6407 -0.62
C -3.0414 2.0384 -1.9334 -0.09
C -1.6705 0.0376 -2.3165 -0.12
C -4.1477 -0.1763 -2.3124 -0.06
C -2.7352 -1.6203 0.7260 -0.63
C -1.9243 -2.4592 -0.2771 -0.10
C -2.0744 -1.8502 2.0976 -0.09
C -4.1697 -2.1798 0.7550 -0.06
H -4.5942 1.6038 3.3159 0.10
H -2.9488 1.0034 3.3093 0.06
H -4.2871 -0.0824 2.9458 0.07
H -3.9622 3.4060 1.9773 0.11
H -3.5108 3.2430 0.2866 0.05
H -2.3258 2.9101 1.5413 0.04
H -5.9394 1.8761 1.4156 0.10
H -5.6905 0.2498 0.7955 0.08
H -5.3926 1.6517 -0.2359 0.07
H -2.2213 2.5962 -1.4727 0.04
H -3.9751 2.4820 -1.5968 0.08
H -2.9845 2.2040 -3.0148 0.10
H -0.6801 0.3251 -1.8432 -0.02
H -1.5482 0.4830 -3.3095 0.12
H -1.6032 -1.0413 -2.4048 0.08
H -5.1000 0.1391 -1.8888 0.08
H -4.0836 -1.2620 -2.2324 0.07
H -4.1742 0.0687 -3.3798 0.10
H -0.8963 -2.0858 -0.4269 0.06
H -2.4046 -2.5283 -1.2520 0.08
H -1.8191 -3.4810 0.1003 0.10
H -0.9889 -1.7164 2.0497 0.06
H -2.2427 -2.8858 2.4082 0.10
H -2.4624 -1.2116 2.8873 0.06
H -4.6973 -2.0279 -0.1873 0.08
H -4.7734 -1.7479 1.5510 0.08
H -4.1311 -3.2596 0.9340 0.10
C 0.2194 4.3313 1.8597 -0.17
Si 0.1910 4.1560 0.0118 0.44
C -1.2662 4.9437 -0.8061 -0.16
C 1.7321 4.8898 -0.7230 -0.17
C 0.4965 2.3142 -0.4482 -0.36
H 0.5077 5.3530 2.1194 0.05
H 0.9670 3.6650 2.3024 0.03
H -0.7469 4.1402 2.3308 0.02
H -1.1231 6.0252 -0.7192 0.06
H -2.2373 4.7107 -0.3721 0.02
H -1.2921 4.7082 -1.8727 0.05
H 1.7145 5.9743 -0.5844 0.05
H 1.7856 4.6989 -1.7977 0.05
H 2.6478 4.5144 -0.2605 0.04
H 0.5215 2.2470 -1.5502 0.04
H 1.5358 2.1785 -0.1088 0.02
```